Formula: C20H21N7RuS3
Source: the Open Molecules 2025 dataset
Level of theory: ωB97M-V with the def2-TZVPD basis set

The geometry in ORCA input format:
```
! wB97M-V def2-TZVPD RIJCOSX def2/J DEFGRID3
* xyz 2 5
Ru 8.25 9.22 8.36
N 12.49 10.38 9.27
C 11.17 10.29 9.26
S 10.52 9.30 8.01
N 10.49 10.84 10.19
N 9.16 10.64 10.07
C 8.31 11.06 11.01
C 6.88 10.80 10.84
C 5.95 11.30 11.73
C 4.62 11.22 11.50
C 4.27 10.47 10.33
C 5.26 10.03 9.48
N 6.55 10.07 9.73
H 13.00 9.96 8.55
H 12.97 11.04 9.89
H 8.72 11.54 11.84
H 6.25 11.93 12.58
H 3.85 11.69 12.10
H 3.26 10.35 10.02
H 4.97 9.63 8.52
S 7.42 5.44 10.49
C 8.94 5.90 11.01
C 9.42 7.00 10.35
C 8.46 7.56 9.49
C 7.27 6.81 9.52
C 6.18 7.02 8.56
C 4.91 6.45 8.67
C 4.13 6.53 7.49
C 4.51 7.38 6.46
C 5.72 8.06 6.52
N 6.54 7.89 7.57
H 9.40 5.35 11.77
H 10.42 7.45 10.57
H 4.70 5.87 9.54
H 3.30 5.83 7.47
H 3.86 7.48 5.62
H 6.11 8.73 5.73
C 9.06 13.31 8.24
N 9.72 12.50 7.18
C 11.06 12.75 6.78
C 11.30 11.82 5.57
N 9.93 11.30 5.35
C 9.16 11.60 6.39
S 7.62 10.85 6.59
H 9.15 14.37 7.94
H 9.66 13.18 9.17
H 8.00 13.01 8.27
H 11.77 12.58 7.59
H 11.11 13.79 6.47
H 12.00 11.02 5.88
H 11.75 12.28 4.68
H 9.67 10.74 4.59
*
```

Properties
Energy above the lowest of the compared OMol25 structures with the same formula, charge and spin = 0.0 kcal/mol
LUMO energy (alpha / beta) = -6.6 / -8.3 eV
Max |F| = 0.0783 hartree/bohr
HOMO (alpha / beta) = -0.519 / -0.517 hartree
Energy = -2446.8946 hartree